[1]
Computed, not measured: a 2-piece molecular cluster, C6H7B overall, with the ωB97M-V functional and the def2-TZVPD basis.

Computed properties:
Spin multiplicity = 3
<S²> = 2.01
Energy relative to the best compared isomer or geometry (same formula, charge and spin) = 139.0 kcal per mole
Kohn-Sham gap (alpha / beta) = 6.1 / 7.2 eV
Total charge = 0

The geometry in XYZ format:
```
14
Properties=species:S:1:pos:R:3:forces:R:3:lowdin_spin:R:1
C -1.5847 -0.5610 -1.6528 -1.63 -0.81 -0.69 0.0240
C -0.1109 -2.8192 1.0593 0.54 0.92 0.16 0.0779
C 0.2084 -1.6659 0.9527 -0.05 4.23 0.28 0.0995
C 0.8603 0.0826 -0.8202 -0.23 0.48 -1.31 0.1041
C -0.4418 -0.4295 -1.2769 -1.21 1.39 -1.20 0.0112
C 0.2356 2.1937 1.2836 -1.95 3.02 -0.85 0.8287
B 0.5249 -0.0484 0.6964 1.73 -6.07 0.67 0.6980
H 0.7141 2.4207 0.3274 0.34 -0.21 0.63 0.0450
H 0.6478 2.5986 2.2043 0.06 -0.49 -0.12 0.0448
H 1.5934 -0.5855 -1.3172 0.10 0.19 1.14 0.0046
H -0.8706 2.2698 1.1439 0.82 -0.40 0.52 0.0494
H -0.2202 -3.7446 0.6517 -0.53 -2.32 -0.25 0.0066
H 1.0735 1.0988 -1.2044 -0.35 -0.49 0.04 0.0042
H -2.6298 -0.8100 -2.0478 2.36 0.55 0.98 0.0020
```
Forces are in eV/Å.

[2]
Computed, not measured: a 2-piece molecular cluster, C6H7BBrFO2 overall, with the ωB97M-V functional and the def2-TZVPD basis.

Computed properties:
Energy relative to the best compared isomer or geometry (same formula, charge and spin) = 42.0 kcal per mole
Kohn-Sham gap = 6.8 eV
Total charge = 0

The geometry in XYZ format:
```
18
Properties=species:S:1:pos:R:3:forces:R:3:lowdin_charge:R:1
Br 3.8873 0.0856 0.0319 -0.56 0.19 0.07 0.3160
F 1.8841 1.8095 -0.9401 -0.09 0.23 -0.65 0.0032
O -0.9985 1.9544 -1.1681 0.20 -0.12 1.76 0.2830
O -1.8103 1.6882 1.1633 -2.42 1.68 -0.54 0.1645
C 0.6381 -1.5819 0.8862 -0.29 -0.03 0.95 -0.0834
C 1.2618 -0.5243 -1.1547 -0.10 2.47 0.85 -0.1186
C 0.6520 -0.4055 1.6171 -0.47 -2.00 0.64 -0.1089
C 0.8289 -1.6072 -0.5508 0.33 -1.68 2.19 -0.1079
C 1.6866 0.6398 -0.3293 0.09 -0.94 0.14 -0.6516
C 1.0278 0.7725 0.9537 -0.98 2.56 -0.83 -0.1721
B -0.9704 1.7509 0.1188 1.64 -1.75 0.48 -0.4149
H 1.3698 1.5703 1.6328 -0.02 -0.17 -0.72 0.1296
H 1.1137 -0.3998 -2.1691 0.80 0.22 -2.20 0.0956
H 0.8258 -2.6118 -1.0052 -0.69 0.84 -0.22 0.1236
H 0.3884 -2.5651 1.2828 0.02 0.44 0.52 0.0953
H 0.4380 -0.2397 2.7209 0.08 -0.98 -1.57 0.1397
H -2.7518 2.1290 1.0539 2.73 -1.32 0.11 0.1869
H -1.1483 2.1558 -2.0648 -0.28 0.37 -0.99 0.1200
```
Forces are in eV/Å.

[3]
Computed, not measured: C6H7Br as an isolated structure, with the ωB97M-V functional and the def2-TZVPD basis.

Computed properties:
Energy relative to the best compared isomer or geometry (same formula, charge and spin) = 95.9 kcal per mole
Kohn-Sham gap (alpha / beta) = 7.4 / 7.3 eV
Total charge = 0

The geometry in XYZ format:
```
14
Properties=species:S:1:pos:R:3:forces:R:3:lowdin_charge:R:1
Br 4.2231 0.0528 -0.0042 -2.37 -0.29 0.19 -0.1909
C -0.6380 -0.4317 -0.2086 3.31 0.74 3.72 0.0090
C 1.3291 -0.2780 0.1170 1.17 1.56 -0.58 0.0000
C 0.5443 -1.4460 -0.0398 -1.66 -0.43 0.09 -0.2827
C 0.5529 -2.7401 0.1546 4.16 2.44 -0.20 0.1081
C 0.4450 0.7027 0.0464 0.47 -0.55 0.63 -0.1928
C 0.3256 2.1588 0.1369 -0.92 -2.72 -2.57 0.0068
H 1.0423 2.5194 0.7171 3.17 1.85 2.38 0.0514
H -0.6006 2.5267 0.3663 -2.53 0.45 1.30 0.0671
H -0.2968 -3.2475 0.0683 -3.05 -2.47 -0.24 0.0312
H -1.3088 -0.3532 0.6312 -0.59 -0.51 -0.05 0.1277
H 0.4007 2.4825 -0.8597 0.77 0.85 -1.53 0.0928
H 1.5677 -3.0992 0.2770 -0.32 -0.87 0.27 0.0903
H -0.9416 -0.2224 -1.1407 -1.61 -0.04 -3.41 0.0820
```
Forces are in eV/Å.

[4]
Computed, not measured: C6H7Br2P as an isolated structure, with the ωB97M-V functional and the def2-TZVPD basis.

Computed properties:
Energy relative to the best compared isomer or geometry (same formula, charge and spin) = 15.2 kcal per mole
Kohn-Sham gap (alpha / beta) = 6.4 / 7.8 eV
Total charge = 0

The geometry in XYZ format:
```
16
Properties=species:S:1:pos:R:3:forces:R:3:lowdin_charge:R:1
Br 5.7646 1.2103 -0.0116 0.51 -0.17 0.22 0.2013
Br 4.0597 -1.9140 -0.2763 0.03 0.28 0.05 0.1873
P 3.9542 0.0949 0.7640 1.36 -1.00 0.46 0.0852
C 2.9663 1.0323 -0.2169 -4.64 -4.15 -1.00 -0.3859
C -0.6627 -0.6166 0.7132 0.55 0.71 0.69 -0.0985
C 1.0415 -0.0503 -0.1368 3.87 2.56 -0.69 -0.0548
C -0.8787 1.4294 -1.0152 -1.59 1.74 -1.69 0.0487
C -0.2110 0.4739 -0.3234 -0.64 -0.07 0.35 -0.3385
C 0.7068 -1.3242 0.5280 -0.33 1.61 -0.54 -0.1878
H 0.5422 -2.0912 -0.1880 0.52 -1.20 -0.20 0.1058
H -0.5009 1.9974 -1.9921 -0.52 -1.37 2.60 0.1052
H -1.9757 1.6551 -0.7232 2.00 -0.49 -0.64 0.0835
H 2.9760 2.0141 0.0716 -0.54 2.74 0.24 -0.0556
H -1.4480 -1.2962 0.4610 -0.92 0.04 -0.19 0.1002
H -0.7131 -0.2209 1.7476 -0.34 -0.15 -0.73 0.1267
H 1.2715 -1.4818 1.3971 0.70 -1.07 1.07 0.0771
```
Forces are in eV/Å.

[5]
Computed, not measured: one molecule with the formula C6H7BrF2N2, with the ωB97M-V functional and the def2-TZVPD basis.

Computed properties:
Kohn-Sham gap = 10.0 eV
Total charge = 0
SMILES = FC(F)(Br)C1=NCCN=CC1

The geometry in XYZ format:
```
18
Properties=species:S:1:pos:R:3:forces:R:3:lowdin_charge:R:1
Br 0.3466 -2.9153 2.5391 0.25 0.43 -0.43 0.6898
F -0.1632 -3.3864 -0.0577 -0.38 -0.06 -0.43 0.0079
F -1.7919 -2.5051 1.1081 -0.58 0.29 -0.88 0.0107
N 0.3366 0.0072 1.0670 -0.53 -1.07 1.33 0.0713
N 0.2535 1.9211 -1.2551 -0.96 0.03 1.51 0.0511
C 0.4655 1.4300 1.0975 1.08 -0.73 -0.42 -0.1992
C 0.6000 0.8114 -1.7218 0.05 -1.25 -1.62 -0.1355
C 0.0400 -0.7637 0.1622 0.00 -2.80 1.78 -0.2063
C 0.1734 -0.6696 -1.3135 -0.36 2.52 0.97 -0.0636
C -0.4986 -2.4359 0.8193 1.94 2.16 0.06 -0.8127
C -0.4526 1.9549 0.0432 1.21 2.85 -0.19 -0.2070
H 0.7685 -1.5016 -1.6197 0.51 -0.22 -0.76 0.1072
H 1.1041 0.9770 -2.6865 0.17 -0.91 0.25 0.1081
H 1.5319 1.6844 0.9867 -0.39 0.25 -0.27 0.1365
H -0.7319 3.0113 0.2822 0.32 -0.67 -0.45 0.1217
H -0.8296 -0.7348 -1.6755 -0.73 -0.50 -0.86 0.1159
H 0.1908 1.7142 2.0831 -0.37 0.53 0.87 0.1014
H -1.3430 1.4010 0.1415 -1.25 -0.84 -0.47 0.1029
```
Forces are in eV/Å.

[6]
Computed, not measured: one molecule with the formula C6H7BrNP, with the ωB97M-V functional and the def2-TZVPD basis.

Computed properties:
Energy relative to the best compared isomer or geometry (same formula, charge and spin) = 0.0 kcal per mole
Kohn-Sham gap = 7.7 eV
Total charge = 0

The geometry in XYZ format:
```
16
Properties=species:S:1:pos:R:3:forces:R:3:lowdin_charge:R:1
Br -2.4240 1.6435 -2.8048 -0.44 -0.03 -1.06 0.7620
P -0.0924 -2.3229 -2.1081 -1.28 -0.32 1.77 0.7647
N -0.8701 1.7994 -0.5625 -0.92 1.64 0.44 -0.0257
C -0.2354 1.5288 0.6296 0.20 -0.85 -1.47 -0.0888
C 0.5012 0.4559 0.9000 -0.62 1.42 0.43 -0.3144
C -1.2825 1.1362 -1.4893 3.03 -3.90 1.68 -0.6911
C -0.0515 -0.7955 -1.1318 -1.52 1.81 -1.05 -0.3640
C 0.6118 -0.5959 0.0053 1.30 -2.72 -1.45 -0.2067
C 1.1237 0.2144 2.2039 0.44 0.91 -0.85 -0.0401
H -0.5792 -1.8018 -3.2587 -0.23 0.67 -1.36 -0.1646
H 0.8936 -0.7371 2.5142 -0.74 -2.31 0.94 0.0631
H 2.1813 0.2489 2.1948 1.31 0.18 -0.36 0.0874
H 1.3661 -1.3548 0.3939 -0.97 0.38 -0.96 0.1304
H 0.8051 0.9017 2.9033 -0.73 1.48 1.68 0.0643
H -1.5069 -2.5796 -1.7043 1.29 -0.14 -0.26 -0.0645
H -0.4409 2.2588 1.3145 -0.12 1.77 1.89 0.0879
```
Forces are in eV/Å.

[7]
Computed, not measured: C6H7Cl2LuNO4Yb as an isolated structure, with the ωB97M-V functional and the def2-TZVPD basis.

Computed properties:
Spin multiplicity = 2
<S²> = 0.75
Kohn-Sham gap (alpha / beta) = 7.0 / 5.2 eV
Total charge = +4

The geometry in XYZ format:
```
22
Properties=species:S:1:pos:R:3:forces:R:3:lowdin_spin:R:1
Lu 0.0611 0.9620 -0.8377 0.79 0.85 0.69 -0.0001
Yb 0.5140 0.2368 -5.5445 -0.19 0.34 -1.57 0.9192
Cl -0.7023 2.2237 -5.4684 0.08 -0.14 1.11 0.0620
Cl 1.3252 -0.1839 -2.7256 -0.66 0.45 -0.30 0.0003
O 0.7361 1.6572 0.9485 -1.23 -0.82 -3.47 0.0000
O -0.9558 -1.6741 1.3409 1.99 4.05 -3.76 0.0000
O 0.4262 -1.2246 -9.1136 0.47 0.23 3.59 0.0007
O -0.2574 1.3320 -9.1952 0.26 0.09 5.31 0.0002
N 0.9784 2.4415 3.0236 -0.55 -1.80 -1.62 0.0000
C 1.4410 2.1535 4.3725 0.74 -0.60 1.38 0.0000
C 0.7132 3.8619 2.6436 0.27 0.70 -0.24 0.0000
C -0.5835 -0.8738 0.5908 -2.38 -4.74 3.91 0.0000
C 0.8621 1.4071 2.2008 0.41 3.39 2.74 0.0000
C -0.1277 1.1864 -8.0534 -0.35 1.40 -5.42 0.0151
C 0.5210 -0.9752 -8.0044 0.17 -2.26 -2.95 0.0026
H 0.7668 1.4480 4.8892 0.05 0.63 -0.08 0.0000
H 1.2709 4.1941 1.7647 0.58 -0.37 0.25 0.0000
H 0.8308 0.3748 2.5266 0.49 0.07 0.56 0.0000
H -0.3169 4.0564 2.3145 -0.08 -0.56 0.67 0.0000
H 0.9782 4.5239 3.4990 -0.29 -0.69 -0.67 0.0000
H 1.5911 3.0923 4.9361 -0.30 -0.67 -0.26 0.0000
H 2.4102 1.6314 4.2895 -0.28 0.43 0.15 0.0000
```
Forces are in eV/Å.

[8]
Computed, not measured: an isolated ion of composition C6H7Cl2NP and charge +1, with the ωB97M-V functional and the def2-TZVPD basis.

Computed properties:
Energy relative to the best compared isomer or geometry (same formula, charge and spin) = 6.5 kcal per mole
Kohn-Sham gap = 9.1 eV
Total charge = +1
SMILES = Cc1cccc[n+]1P(Cl)Cl

The geometry in XYZ format:
```
17
Properties=species:S:1:pos:R:3:forces:R:3:lowdin_charge:R:1
Cl 2.9782 -0.6277 -1.2960 -0.13 -0.24 0.10 0.2675
Cl 3.6436 0.4783 1.5206 0.35 -0.63 1.28 0.3279
P 2.5422 0.8562 -0.0235 -1.97 0.71 -1.11 0.2378
N 0.5100 0.1847 0.4752 2.26 1.13 -3.54 -0.0943
C -1.9566 -1.1147 0.6242 1.01 0.34 -1.14 0.0178
C -0.3865 0.4119 -0.5240 -2.40 0.17 2.09 -0.3013
C -1.6936 -0.1510 -0.3759 1.95 0.10 0.67 0.0349
C -0.8516 -1.4556 1.4123 -0.30 0.13 0.29 -0.0194
C -0.1483 1.4990 -1.4967 2.87 -0.65 -1.24 -0.0589
C 0.3578 -0.7815 1.3213 -0.36 -1.16 1.31 -0.1349
H 0.4162 1.0723 -2.4037 -0.56 0.45 1.18 0.1162
H -2.3675 0.3434 -1.0288 -1.10 -0.42 -0.47 0.1095
H 1.2634 -0.9562 1.9028 -0.60 -0.45 0.41 0.1005
H -1.0268 1.9094 -1.9621 -0.38 0.47 0.44 0.0872
H -2.9064 -1.6761 0.7059 0.60 0.73 0.05 0.1387
H -0.9637 -2.1940 2.1669 0.03 -0.61 0.46 0.1099
H 0.5896 2.2016 -1.0183 -1.27 -0.06 -0.79 0.0609
```
Forces are in eV/Å.

[9]
Computed, not measured: one molecule with the formula C6H7Cl2P, with the ωB97M-V functional and the def2-TZVPD basis.

Computed properties:
Energy relative to the best compared isomer or geometry (same formula, charge and spin) = 0.0 kcal per mole
Kohn-Sham gap = 8.1 eV
Total charge = 0
SMILES = CC1=C[C@H](Cl)[C@@H](Cl)P=C1

The geometry in XYZ format:
```
16
Properties=species:S:1:pos:R:3:forces:R:3:lowdin_charge:R:1
Cl -1.3718 -2.3648 0.2217 -0.14 -0.20 0.16 0.5785
Cl -2.1903 1.7929 0.9186 -0.11 0.26 0.22 0.5645
P -1.5140 0.3215 -1.8496 -0.22 -0.07 2.73 0.9751
C 0.1300 0.3366 -1.5172 -1.12 0.05 -0.54 -0.4554
C 0.8201 0.1296 -0.2698 0.17 -0.19 0.77 -0.3858
C 0.2309 -0.3114 0.8560 0.24 0.12 -0.43 -0.1365
C 2.3009 0.3813 -0.3054 -0.05 0.11 0.16 -0.0590
C -1.1946 -0.7140 0.9784 -0.10 -0.27 0.04 -0.7646
C -2.1899 0.1582 0.2806 0.93 0.15 -3.09 -0.8588
H 0.8387 -0.4974 1.7284 0.13 0.01 0.07 0.1140
H 2.8013 -0.1160 0.5181 0.11 0.00 0.13 0.0765
H 2.5047 1.4512 -0.2427 0.06 0.04 -0.04 0.0886
H 0.7764 0.5196 -2.3740 -0.09 -0.05 -0.04 0.0431
H -3.1986 -0.2433 0.2671 0.10 0.02 0.04 0.0430
H 2.7248 0.0142 -1.2364 0.07 -0.04 -0.10 0.0775
H -1.4686 -0.8583 2.0261 0.02 0.05 -0.09 0.0991
```
Forces are in eV/Å.

[10]
Computed, not measured: an isolated ion of composition C6H7Cl4N2 and charge +1, with the ωB97M-V functional and the def2-TZVPD basis.

Computed properties:
Energy relative to the best compared isomer or geometry (same formula, charge and spin) = 0.0 kcal per mole
Kohn-Sham gap = 8.4 eV
Total charge = +1
SMILES = N[C@]1(Cl)C=C(Cl)C(Cl)=C([NH3+])[C@@H]1Cl

The geometry in XYZ format:
```
19
Properties=species:S:1:pos:R:3:forces:R:3:lowdin_charge:R:1
Cl -3.3872 -1.1317 -0.7038 0.79 0.23 0.16 0.7247
Cl 0.6176 -1.8274 1.5936 0.41 0.25 0.46 0.6215
Cl 1.3863 1.0824 -1.7259 -0.43 -0.21 -0.30 0.6496
Cl -2.7149 1.5810 0.5737 -0.73 0.71 0.38 0.8279
N 0.1094 2.3532 1.0443 -2.04 -0.73 0.79 0.2365
N 1.4817 -1.9237 -0.9757 2.77 -2.96 -2.83 0.0495
C -0.1342 1.0245 0.4472 -2.99 -0.64 -0.39 -0.3456
C -0.7600 -1.5295 -0.5447 1.49 -1.29 -0.62 -0.1315
C 0.6603 -1.2155 -0.2086 -0.86 0.79 0.94 -0.8245
C -1.4200 0.5776 0.1762 2.05 2.57 1.32 -0.6114
C -1.7234 -0.6884 -0.3729 -2.33 0.18 -0.48 -0.6781
C 0.9992 0.3146 -0.0894 -0.01 -0.36 -1.24 -0.5591
H 0.5393 2.2325 1.9577 1.34 0.12 -0.16 0.1837
H -0.9843 -2.5401 -0.8503 0.21 -0.14 -0.11 0.1375
H 1.1315 -2.7105 -1.6328 0.80 2.02 1.97 0.1718
H 1.9247 0.6454 0.3140 0.77 -0.93 1.33 0.0850
H -0.7910 2.7526 1.4047 0.22 -0.09 -1.17 0.1403
H 2.5146 -1.9705 -0.7726 -1.84 0.18 -0.34 0.1506
H 0.5505 2.9736 0.3653 0.39 0.31 0.30 0.1716
```
Forces are in eV/Å.